{"formula": "C20H36BrCl26F7O5P2", "method": "ωB97M-V/def2-TZVPD", "gap_ev": 9.685, "energy_ha": -17080.76770, "lumo_energy_ev": 0.11, "symbols": ["C", "C", "C", "C", "O", "P", "O", "O", "P", "O", "Br", "O", "C", "F", "F", "C", "F", "F", "C", "F", "F", "F", "H", "H", "H", "H", "H", "H", "H", "H", "H", "H", "C", "Cl", "Cl", "H", "H", "C", "Cl", "Cl", "H", "H", "C", "Cl", "Cl", "H", "H", "C", "Cl", "Cl", "H", "H", "C", "Cl", "Cl", "H", "H", "C", "Cl", "Cl", "H", "H", "C", "Cl", "Cl", "H", "H", "C", "Cl", "Cl", "H", "H", "C", "Cl", "Cl", "H", "H", "C", "Cl", "Cl", "H", "H", "C", "Cl", "Cl", "H", "H", "C", "Cl", "Cl", "H", "H", "C", "Cl", "Cl", "H", "H"], "xyz": [[4.215717, 1.390559, 1.225315], [4.749289, 1.279197, -0.241272], [4.107775, 2.426214, -1.077628], [5.243976, 3.427662, -1.440464], [3.539314, 2.003286, -2.346387], [2.179337, 1.130934, -2.183678], [1.389972, 1.145259, -3.442676], [2.674238, -0.450204, -1.956783], [1.495156, -1.499079, -1.330995], [0.042926, -0.845310, -1.817143], [1.403085, -1.217172, 0.939956], [1.337806, 1.487123, -0.781117], [0.716934, 2.704525, -0.699132], [1.189549, 3.351674, 0.378648], [0.924870, 3.501248, -1.730738], [-0.801194, 2.452490, -0.390834], [-0.843252, 1.331794, 0.339209], [-1.521630, 2.211395, -1.465172], [-1.466831, 3.549765, 0.482076], [-2.790120, 3.368065, 0.401120], [-1.175238, 3.433629, 1.752013], [-1.209687, 4.755076, 0.047166], [3.149660, 1.668227, 1.235643], [4.736011, 2.258788, 1.664352], [4.418386, 0.495454, 1.829330], [4.626106, 0.279105, -0.672353], [5.831525, 1.464181, -0.170615], [3.415016, 2.998117, -0.446176], [5.532839, 3.885053, -0.480320], [6.119624, 2.889768, -1.824064], [4.860895, 4.181716, -2.137411], [-0.676008, -1.263920, -1.325065], [-1.161580, -4.394678, 0.723616], [0.272714, -4.837895, 1.657570], [-0.728401, -3.644029, -0.827487], [-1.743934, -5.290088, 0.515798], [-1.748194, -3.690356, 1.295791], [6.241047, 6.103342, 2.091683], [4.623679, 5.573120, 1.613195], [7.414142, 4.786870, 1.970304], [6.554122, 6.910645, 1.439023], [6.203639, 6.448092, 3.118959], [5.151377, 0.051673, 4.935782], [3.661827, -0.224694, 4.022490], [6.155852, 1.291273, 4.174583], [4.891222, 0.375913, 5.937606], [5.713186, -0.874705, 4.979799], [-4.151121, -4.949644, -1.638997], [-2.858757, -6.051181, -1.136114], [-4.850983, -4.032523, -0.293662], [-3.739957, -4.245076, -2.354314], [-4.937897, -5.534753, -2.101790], [-0.762002, 2.795025, -4.655806], [-2.129583, 2.508501, -5.743508], [0.372848, 3.966407, -5.334490], [-1.137879, 3.179683, -3.723364], [-0.240160, 1.858955, -4.489795], [-5.408658, 3.561300, -2.374448], [-6.941955, 2.700091, -2.193354], [-5.285414, 4.361242, -3.944187], [-5.335657, 4.310108, -1.593330], [-4.596699, 2.847510, -2.283560], [4.668572, -2.417791, 7.869214], [6.391464, -2.463637, 7.471529], [3.672926, -2.974652, 6.519941], [4.490455, -3.060404, 8.724124], [4.393013, -1.396367, 8.108644], [-4.077769, -2.014714, 2.947658], [-3.507140, -1.666329, 1.308478], [-3.369521, -3.506864, 3.581682], [-3.798218, -1.194924, 3.599427], [-5.157125, -2.121381, 2.926098], [-5.099371, 2.698234, 1.963705], [-6.843352, 2.851390, 1.735410], [-4.633213, 1.048462, 2.397828], [-4.605770, 2.960378, 1.035045], [-4.786229, 3.370978, 2.754632], [-4.169320, -6.482365, 6.002914], [-2.891263, -7.544436, 6.603911], [-4.939052, -5.589383, 7.320557], [-3.736741, -5.774055, 5.304351], [-4.919322, -7.084712, 5.502544], [3.317136, 1.205518, -6.038428], [4.771450, 0.793068, -5.118213], [3.718312, 2.025301, -7.554115], [2.778554, 0.292629, -6.265781], [2.697741, 1.861525, -5.436860], [-0.540601, -9.278272, -2.480154], [-1.197965, -10.428332, -1.309977], [0.532476, -8.105560, -1.708780], [0.020546, -9.824537, -3.230070], [-1.362870, -8.744935, -2.944774], [-7.714135, 1.521632, -5.497591], [-9.286801, 1.015327, -6.129514], [-6.568369, 0.174994, -5.464611], [-7.316366, 2.305156, -6.133098], [-7.845002, 1.894314, -4.488524]], "forces_ev_per_a": [[0.40, 0.36, -0.70], [-0.48, 0.36, 0.96], [2.89, 0.72, 0.14], [-0.72, -0.46, 0.55], [-2.53, -1.11, 1.71], [0.79, -1.21, -3.17], [0.71, 0.54, 1.82], [-2.33, 2.21, 1.56], [-0.03, -1.24, -0.61], [1.55, 0.27, 0.25], [0.14, 0.36, -0.29], [1.54, 0.23, -1.89], [-0.74, -0.26, 1.00], [0.31, 0.12, 0.48], [-0.15, 0.14, -0.74], [0.76, -0.46, 0.90], [-0.06, -0.36, 0.59], [-0.32, 0.44, -1.21], [-0.72, -0.61, -0.36], [-0.43, -0.03, -0.45], [0.73, 0.05, 0.68], [0.48, 0.96, -0.33], [0.24, -0.56, 0.11], [-0.16, -0.39, 0.15], [-0.15, 0.55, -0.46], [-0.23, 0.32, 0.01], [-0.29, -0.19, -0.30], [-0.31, -0.41, -0.52], [0.01, 0.07, -0.47], [-0.33, 0.22, -0.22], [0.31, -0.08, 0.14], [-0.04, -0.06, 0.15], [0.18, -0.12, 0.48], [-0.06, 0.00, -0.03], [-0.23, -0.23, 0.05], [0.50, 0.45, 0.26], [0.07, 0.16, -0.01], [0.05, 0.08, 0.03], [-0.09, 0.09, 0.05], [0.04, 0.02, 0.02], [-0.03, -0.09, -0.07], [-0.03, -0.12, 0.00], [-0.03, -0.12, 0.03], [-0.12, -0.16, 0.40], [0.11, 0.04, 0.12], [-0.03, 0.09, -0.07], [-0.03, 0.01, -0.09], [-0.18, 0.04, -0.20], [-0.75, -0.64, -0.72], [0.05, -0.38, -0.27], [0.08, 0.01, 0.11], [0.03, -0.04, 0.09], [0.03, -0.28, -0.20], [-0.10, -0.01, 0.03], [0.11, 0.03, 0.04], [-0.13, 0.19, 0.12], [-0.04, 0.15, -0.09], [0.12, -0.01, 0.02], [0.04, 0.00, 0.19], [0.05, 0.01, 0.03], [-0.11, 0.04, -0.04], [-0.06, -0.06, -0.10], [-0.10, -0.01, 0.07], [0.03, 0.04, 0.05], [-0.01, 0.02, 0.06], [0.06, -0.06, -0.07], [0.04, 0.00, -0.08], [-0.08, 0.04, 0.01], [0.22, 0.06, 0.20], [0.01, -0.01, 0.04], [0.12, -0.07, 0.00], [0.04, -0.07, -0.07], [-0.09, 0.17, -0.06], [-0.03, 0.05, 0.03], [-0.04, 0.40, -0.02], [-0.33, -0.20, 0.21], [-0.06, -0.07, 0.05], [0.00, 0.00, -0.09], [0.01, -0.02, -0.08], [-0.05, 0.05, -0.08], [0.03, 0.01, 0.13], [0.00, -0.04, 0.11], [-0.14, 0.07, 0.05], [-0.01, -0.08, 0.00], [-0.04, 0.00, -0.02], [0.10, -0.01, -0.03], [0.08, 0.02, 0.00], [-0.02, 0.01, -0.10], [-0.04, -0.02, -0.05], [-0.01, 0.07, -0.04], [0.05, -0.02, 0.10], [-0.01, 0.02, 0.11], [-0.02, 0.09, 0.00], [-0.04, 0.06, 0.00], [0.07, 0.07, 0.05], [0.00, -0.10, -0.07], [-0.02, -0.13, -0.07]], "mulliken_charge": [-0.558, -0.671, 1.065, -1.609, -0.194, 0.266, -0.775, -0.193, 0.290, -0.409, -0.244, 0.540, 0.627, -0.340, -0.164, 0.480, -0.259, -0.307, 0.567, -0.269, -0.251, -0.249, 0.143, 0.251, 0.152, 0.328, 0.491, -0.184, 0.158, 0.437, 0.404, 0.273, 0.585, -0.180, -0.202, 0.226, -0.502, -0.364, -0.066, -0.141, 0.287, 0.303, -0.274, -0.050, -0.143, 0.286, 0.210, -0.344, -0.121, -0.109, 0.264, 0.346, 0.711, -0.188, -0.197, -0.214, -0.010, 0.171, -0.183, -0.157, 0.247, -0.065, -0.300, -0.147, -0.118, 0.326, 0.249, -0.538, -0.102, -0.164, 0.409, 0.393, 0.211, -0.164, -0.124, -0.189, 0.303, 0.218, -0.154, -0.154, -0.161, 0.267, 0.242, -0.172, -0.185, 0.295, -0.166, -0.261, -0.152, -0.124, 0.313, 0.229, 0.110, -0.173, -0.149, 0.257, -0.045]}